{"formula": "C6H15NO", "method": "ωB97M-V/def2-TZVPD", "multiplicity": 1, "total_energy_ev": -10001.76494, "e_homo_ev": -8.6, "smiles": "C=C(C)C[C@H](C)N.O", "elements": ["H", "C", "H", "H", "H", "H", "H", "H", "C", "H", "C", "C", "H", "C", "H", "H", "H", "C", "H", "N", "H", "O", "H"], "xyz": [[-0.436909, -3.409198, 0.539273], [1.925318, -0.286667, -0.867521], [-1.914204, 1.996722, 0.669073], [-1.182698, -2.738607, -0.585186], [-1.146092, 2.284592, 2.238262], [1.645126, 1.287017, -2.846065], [-0.619866, 0.021481, 3.132756], [2.776750, -0.397966, -1.530072], [0.724190, 1.366803, -2.265206], [0.154823, -1.198493, 2.208733], [-0.452483, 0.195834, -0.299336], [0.801774, 0.356069, -1.145192], [0.694332, 1.026978, 1.376162], [-0.628239, -0.444853, 2.138004], [-0.673908, -0.870862, -0.329953], [1.975096, -1.011726, -0.060312], [-1.611042, -0.903615, 2.033942], [-0.315822, 0.688218, 1.153689], [-0.112537, 1.166456, -2.936453], [-1.231591, 1.798589, 1.368521], [-1.262535, 0.709968, -0.820043], [-0.315411, -3.093402, -0.361989], [0.652495, 2.381556, -1.881724]], "atomic_forces_ev_per_a": [[0.12, -0.06, 0.04], [0.05, -1.30, -0.04], [-0.20, 0.32, 0.26], [0.03, -0.10, -0.14], [-0.46, 0.30, -0.14], [-0.07, 0.20, -0.11], [-0.14, -0.13, 0.01], [0.02, 0.77, -0.08], [0.55, -0.73, -0.21], [0.03, -0.21, -0.42], [0.83, 0.03, -0.42], [-0.16, 0.87, 0.00], [0.23, -0.06, -0.29], [0.41, 0.56, 1.15], [-0.09, 0.20, 0.27], [-0.23, 0.12, 0.16], [-0.01, 0.04, -0.37], [-1.17, -0.41, 0.03], [-0.11, 0.09, 0.07], [0.83, -0.53, -0.15], [-0.11, 0.06, 0.19], [-0.19, -0.14, 0.10], [-0.17, 0.10, 0.09]], "mulliken_charge": [0.309, -0.981, 0.130, 0.323, 0.165, 0.380, 0.445, 0.303, -1.301, 0.271, -0.379, 0.763, 0.234, -1.468, -0.472, 0.240, 0.275, 0.751, 0.321, -0.501, 0.531, -0.627, 0.288]}

---

{"formula": "C2H5N2", "method": "ωB97M-V/def2-TZVPD", "multiplicity": 1, "total_energy_ev": -5123.17064, "charge": 1, "e_homo_ev": -15.7, "smiles": "CN1C=[NH+]1", "elements": ["C", "H", "H", "C", "H", "H", "N", "H", "N"], "xyz": [[-1.113112, 0.111110, 0.161454], [-1.445753, 0.444617, 1.089817], [1.871684, -0.445649, -1.458412], [1.487362, -0.326724, -0.498692], [-1.447466, -0.835011, -0.083171], [2.247829, -0.141093, 1.535702], [1.836294, 0.299458, 0.679002], [-1.308966, 0.809270, -0.642441], [0.423193, 0.004495, 0.048273]], "atomic_forces_ev_per_a": [[2.80, 1.20, -1.96], [-0.03, 0.59, 1.61], [0.77, -1.12, -1.51], [-0.77, 1.64, 1.33], [-0.80, -1.97, -0.36], [-1.27, -0.79, -0.91], [0.93, 1.33, 0.35], [-0.49, 0.22, 0.05], [-1.15, -1.12, 1.40]], "mulliken_charge": [-0.532, 0.281, 0.375, 0.237, 0.320, 0.311, -0.376, 0.306, 0.077]}

---

{"formula": "C23H24N4O4S", "method": "ωB97M-V/def2-TZVPD", "multiplicity": 1, "total_energy_ev": -49226.88597, "e_homo_ev": -8.1, "smiles": "CC(=O)Nc1ccc(C(=O)CSc2nnc(-c3ccc(O)cc3)n2C[C@@H]2CCCO2)cc1", "elements": ["C", "C", "C", "C", "C", "H", "O", "C", "C", "H", "N", "H", "C", "C", "H", "H", "H", "H", "O", "C", "H", "H", "H", "C", "H", "H", "C", "C", "H", "C", "C", "N", "C", "S", "H", "N", "O", "H", "C", "C", "H", "H", "H", "C", "C", "H", "H", "H", "N", "H", "O", "C", "H", "H", "C", "C"], "xyz": [[0.845697, -1.757498, 2.755214], [1.148534, -0.717115, 0.606038], [-2.244408, 2.629565, -3.043705], [1.629409, 1.274878, 4.685663], [-2.950418, 2.728634, -1.710160], [-2.017897, 1.059486, 2.484001], [2.785157, -2.412560, 4.015524], [0.313949, -1.179960, 1.619726], [0.149690, -1.862959, -4.194575], [1.365290, 2.526553, 2.612468], [-0.539625, -0.299788, -1.232844], [-0.506515, 3.942278, -1.227440], [-0.429475, 2.268905, 1.707901], [-2.077261, 2.652026, -0.514212], [1.877844, -3.103445, -3.687272], [-1.288521, 3.140767, -3.095099], [2.447422, 0.834992, 4.117878], [-1.350854, -1.929788, -0.228847], [-1.123566, -1.772364, -3.577018], [0.635545, -0.042202, -0.573298], [0.185668, -2.092572, 3.542777], [0.944612, -2.431638, -1.568865], [-1.888393, -3.184652, -2.321412], [0.366067, 1.267007, 3.850823], [1.467790, 0.692209, 5.587817], [-0.012540, -1.906251, -5.272004], [-2.501039, 1.877729, 0.565977], [-1.428132, -1.422445, -1.189176], [-2.906196, 2.923310, -3.856063], [-0.842533, 3.293811, -0.434036], [-0.034900, 3.108991, 0.666043], [0.476523, 2.063334, 2.747087], [0.793669, -3.118371, -3.612369], [-1.921540, 0.831265, -3.296469], [0.235989, -4.047063, -1.701696], [0.479104, 1.427570, -2.138719], [-4.158107, 2.750761, -1.632592], [3.173962, -0.442092, -0.009597], [3.065046, -1.396349, 1.901090], [-1.096334, -2.422886, -2.317530], [1.898436, 2.292104, 4.961038], [-0.754234, -1.044927, 1.559200], [0.409109, -4.004860, -4.117350], [2.531077, -0.824520, 0.767391], [-0.578541, 0.665290, -2.203984], [0.929763, 3.592845, 0.705529], [-3.473818, 1.410776, 0.515575], [0.750605, -0.972335, -3.962546], [1.230124, 0.988584, -1.124440], [-2.446659, -1.052555, -1.341174], [-0.616487, 0.623966, 4.140928], [2.223001, -1.870783, 2.905882], [2.095052, -2.681310, 4.634772], [4.131629, -1.482850, 2.034626], [-1.689745, 1.675824, 1.663811], [0.291975, -3.067321, -2.170287]], "atomic_forces_ev_per_a": [[0.18, -0.16, 0.14], [0.04, -0.26, 0.28], [-0.04, -0.40, 0.02], [-0.15, -0.14, 0.10], [0.00, 0.21, -0.19], [0.00, -0.02, 0.02], [0.12, -0.09, 0.20], [0.19, 0.03, -0.18], [0.44, -0.07, -0.25], [-0.12, -0.14, 0.11], [0.54, 0.68, -0.06], [0.08, -0.02, -0.11], [-0.35, 0.11, -0.28], [-0.08, 0.03, 0.55], [0.05, -0.04, -0.03], [-0.02, 0.09, -0.03], [0.10, -0.02, -0.04], [-0.06, 0.07, -0.07], [-0.16, -0.06, 0.14], [-0.15, 0.22, -0.31], [-0.06, 0.00, 0.11], [0.01, -0.04, 0.01], [0.11, 0.08, 0.05], [0.46, 0.15, 0.21], [-0.03, -0.01, -0.01], [0.06, 0.01, 0.04], [0.08, 0.19, -0.30], [-0.33, -0.63, -0.37], [0.02, 0.03, 0.05], [-0.26, -0.04, 0.12], [-0.09, 0.03, 0.18], [0.31, 0.27, -0.17], [-0.18, 0.16, -0.02], [-0.26, 0.53, -0.37], [0.00, -0.01, 0.07], [-0.48, 0.09, -0.99], [-0.01, -0.02, -0.02], [0.08, 0.03, -0.08], [0.03, -0.11, 0.30], [-0.10, -0.26, 0.58], [0.07, 0.09, 0.02], [-0.10, 0.04, -0.01], [0.04, -0.02, -0.04], [-0.18, -0.05, 0.00], [0.04, -0.16, -0.08], [0.13, 0.04, 0.00], [-0.09, -0.03, 0.01], [-0.06, -0.04, -0.02], [0.67, -0.33, 0.83], [0.09, -0.03, 0.17], [-0.32, -0.14, 0.08], [-0.31, 0.15, -0.31], [0.07, 0.04, -0.11], [0.14, -0.01, 0.00], [-0.04, -0.12, 0.23], [-0.11, 0.10, -0.16]], "mulliken_charge": [-0.742, 0.195, -0.772, -1.455, 0.315, 0.560, -0.588, -0.220, -0.299, 0.221, 1.106, 0.340, 0.673, 0.274, 0.388, 0.342, 0.309, 0.365, -0.513, 0.486, 0.208, -0.156, 0.482, 0.874, 0.339, 0.396, -0.965, -1.374, 0.458, -0.462, -0.481, 0.020, -0.752, -0.081, 0.489, -0.691, -0.598, 0.519, -0.829, 0.078, 0.439, 0.252, 0.294, -0.619, 0.108, 0.311, 0.452, 0.145, -0.489, 0.446, -0.626, 0.776, 0.307, 0.422, -0.564, -0.111]}